(1)
56
Properties=species:S:1:pos:R:3:forces:R:3:nbo_charge:R:1 method="wB97M-V/def2-TZVPD" mol_weight_g_mol=498.8 gap_ev="2.9 / 5.6" e_lumo_ev="-0.206 / -0.267" s2=2.006 spin_multiplicity=3 e_homo_ha="-0.114 / -0.216"
Pd 0.770675 -1.252949 1.684289 0.553 -0.549 0.341 0.14
P 4.562082 3.154762 -0.040400 -2.480 1.242 -0.612 1.56
P 1.915568 4.885447 2.530999 -1.424 0.045 -0.453 1.44
F 0.225540 -1.586374 -1.636633 -0.039 -1.410 0.621 -0.34
F 1.340249 -3.901193 0.896796 0.313 -0.853 -0.737 -0.37
F 0.982673 -3.630308 -1.907520 -0.485 0.093 -0.383 -0.34
F 2.541993 -2.344702 -0.163062 0.563 -0.710 -0.707 -0.39
F -0.810202 -3.332984 -0.693745 0.310 0.525 -0.495 -0.32
C 2.227370 1.996926 1.623218 0.711 -0.642 -0.030 -0.45
C -0.676363 -0.032549 1.041794 -1.427 0.367 0.486 -1.06
C 0.384918 -2.808381 -1.013549 1.209 -0.037 0.749 0.90
C 5.511766 3.549449 -1.500697 0.913 -0.026 -0.130 -0.99
C 1.295508 6.518300 2.092326 0.146 0.654 -0.040 -1.02
C 0.931774 2.395022 2.348973 0.599 -0.360 0.388 -0.42
C 5.394111 1.955255 0.985813 0.722 -0.439 0.100 -1.01
C 1.272409 -2.693829 0.257547 -1.124 2.075 0.841 0.29
C 0.624623 3.805446 1.867274 -1.173 -0.759 -0.230 -0.62
C 2.011250 1.960393 0.134447 -2.437 1.287 1.543 -0.17
C 1.805985 4.834853 4.319289 0.235 -0.161 0.316 -0.97
C 2.994713 2.548636 -0.831957 -0.774 -0.760 -0.067 -0.58
C 0.654219 3.615958 0.385251 1.338 -3.435 -0.099 -0.18
C 2.052327 3.562309 -1.610277 0.664 0.736 0.390 -0.37
C 4.372951 4.786632 0.786111 0.571 -0.055 0.415 -0.86
C 3.711435 4.862215 2.184198 1.868 1.338 0.428 -0.78
C 1.395374 4.468672 -0.509142 0.514 1.363 -2.199 -0.48
H 5.443505 5.063279 0.920368 -0.239 -0.013 0.114 0.25
H 6.447198 2.249859 1.045862 0.037 0.039 -0.076 0.26
H 1.559506 6.802713 1.070479 0.224 0.104 -0.224 0.22
H 2.573535 4.130880 -2.392036 -0.110 -0.001 0.084 0.20
H 5.056241 4.372834 -2.065600 -0.057 -0.213 0.278 0.27
H 5.353510 0.963992 0.524178 -0.114 0.009 -0.011 0.28
H 3.357409 1.738559 -1.520069 -0.230 0.683 0.357 0.27
H 2.187084 5.057240 0.008769 -0.715 -0.444 -0.461 0.19
H 1.719748 7.268568 2.770681 -0.059 -0.096 -0.195 0.24
H 0.136845 1.716329 2.066228 0.045 0.058 0.272 0.28
H -1.458047 -0.005911 1.886001 0.908 0.537 -1.178 0.19
H -1.089057 -0.654358 0.237941 -0.156 0.537 -0.021 0.21
H 6.516183 3.850548 -1.197334 0.036 0.027 -0.198 0.25
H 2.666541 1.072232 2.065792 -0.333 0.427 -0.281 0.24
H 0.726324 5.223379 -0.992957 0.557 -0.303 0.048 0.23
H 2.049746 5.833605 4.700380 -0.030 -0.212 0.107 0.24
H 3.995564 5.567576 0.091451 0.022 -0.459 0.099 0.22
H -0.318176 0.960614 0.681703 -0.964 -0.926 0.042 0.14
H 1.076125 2.318707 3.417098 -0.086 -0.007 0.527 0.20
H 2.526693 4.111953 4.720642 -0.151 0.095 0.153 0.24
H 4.106890 4.055868 2.835361 -0.114 0.324 -0.308 0.23
H 4.046933 5.817487 2.645767 0.173 -0.615 -0.218 0.26
H 2.961601 2.819637 1.714910 -0.123 -0.459 0.595 0.16
H 1.405036 1.106591 -0.234026 0.536 0.597 0.169 0.27
H 5.585154 2.670870 -2.150249 -0.004 0.127 0.134 0.26
H 1.250432 2.971511 -2.096057 0.547 0.156 0.278 0.24
H 0.201335 6.577528 2.164510 0.265 -0.263 0.124 0.26
H -0.373137 4.173454 2.189006 0.287 -0.270 0.003 0.26
H -0.156393 2.988667 0.002484 -0.172 0.830 -0.026 0.25
H 5.022732 1.883672 2.011744 -0.206 0.135 -0.395 0.28
H 0.790936 4.568198 4.650947 0.361 0.066 -0.227 0.27


(2)
55
Properties=species:S:1:pos:R:3:forces:R:3:nbo_charge:R:1 method="wB97M-V/def2-TZVPD" mol_weight_g_mol=506.0 gap_ev=8.6 e_lumo_ev=0.198 smiles="Cc1ccc(-n2c(SCC(=O)N/N=C/c3ccccc3C(=O)O)nnc2-c2ccc(Cl)cc2)cc1" spin_multiplicity=1 e_homo_ha=-0.307
Cl 6.785359 -0.667573 1.911083 0.184 0.020 0.087 0.02
S -1.421154 -0.622198 -3.084880 -0.285 0.137 -0.318 0.30
O -4.702163 -0.070858 -1.819063 -0.172 0.117 -0.174 -0.57
O -1.944829 -2.166410 3.919018 -0.234 -0.420 -0.354 -0.68
O -1.041689 -0.775224 5.403810 -0.072 0.018 -0.007 -0.59
N 0.414370 -1.854521 0.050441 1.053 -0.056 0.688 -0.27
N -3.257103 -0.965868 -0.293577 0.735 -0.647 0.241 -0.48
N -3.790460 -0.387454 0.792825 -0.610 0.537 0.403 -0.19
N -0.663691 -1.797944 -0.741074 -0.450 0.148 -0.864 -0.37
N 0.927460 -0.616936 -1.687592 -0.489 -0.562 0.485 -0.40
C 5.218611 -0.810289 1.201690 -0.253 -0.030 -0.131 -0.02
C -3.188053 -0.549501 1.904330 0.548 -0.571 -0.958 0.00
C -3.699729 0.050794 3.118001 -0.309 0.325 0.725 0.03
C -3.083819 -0.132774 4.367856 -0.342 0.189 -0.244 -0.19
C 1.574098 0.288461 -2.553907 0.259 0.552 -0.438 0.18
C 2.856312 -1.073021 1.443264 -0.037 0.058 -0.220 -0.16
C -3.569023 0.548747 5.482407 0.054 -0.030 0.004 -0.15
C -4.814404 0.892245 3.041133 0.103 -0.079 0.015 -0.19
C -5.302994 1.534818 4.159033 0.044 -0.022 0.015 -0.19
C -1.920197 -1.020210 4.614761 0.528 -0.012 0.370 0.78
C -4.673686 1.371691 5.385801 0.036 -0.029 0.014 -0.21
C 2.837277 2.090997 -4.255563 0.009 -0.080 0.010 0.00
C 4.106614 -0.965208 2.017067 0.150 -0.006 -0.017 -0.23
C 1.646435 0.020148 -3.913725 0.010 -0.071 0.243 -0.22
C 3.833993 -0.883633 -0.748645 -0.111 -0.085 0.137 -0.13
C 1.372929 -1.156983 -0.499213 -0.442 -0.200 -0.075 0.32
C 2.705512 -1.021358 0.057426 0.488 0.062 0.184 -0.12
C -2.941725 -1.510244 -2.600839 0.280 0.191 0.102 -0.61
C -0.363458 -1.054789 -1.779078 -0.114 -0.174 0.111 0.19
C 2.753422 2.343260 -2.890304 -0.007 -0.079 -0.018 -0.20
C -3.748616 -0.754874 -1.544203 -0.012 -0.107 -0.040 0.65
C 3.496354 3.073069 -5.172184 -0.053 0.059 -0.023 -0.63
C 2.125064 1.455790 -2.039447 -0.179 -0.096 -0.052 -0.21
C 5.087528 -0.776126 -0.178486 0.114 0.015 0.104 -0.25
C 2.274901 0.921247 -4.752217 0.021 0.102 0.042 -0.21
H -6.169690 2.173720 4.077422 -0.068 0.052 -0.026 0.22
H -2.266661 -1.133799 1.958397 -0.105 0.053 -0.043 0.19
H 5.961723 -0.670745 -0.801249 0.099 0.003 -0.026 0.23
H 3.882443 2.578922 -6.060134 0.056 0.019 -0.067 0.22
H 2.329897 0.709075 -5.809433 0.020 -0.019 -0.118 0.22
H -3.064988 0.409649 6.427171 0.037 -0.001 0.056 0.23
H -5.274623 1.024066 2.074796 -0.060 0.050 -0.077 0.24
H 1.218221 -0.888939 -4.307227 -0.023 -0.108 -0.025 0.23
H 2.060132 1.659795 -0.981004 -0.020 0.010 0.086 0.23
H 4.310762 3.588339 -4.668691 0.070 0.050 -0.026 0.22
H -1.175455 -2.712818 4.146769 -0.017 0.307 0.126 0.50
H 3.181027 3.249361 -2.487778 0.060 0.097 0.041 0.22
H -3.526833 -1.568324 -3.517851 0.018 0.005 0.122 0.26
H 4.222453 -0.999130 3.088682 0.034 0.004 0.093 0.23
H 3.741091 -0.876542 -1.823992 0.019 0.006 -0.061 0.22
H -2.647486 -2.502112 -2.262280 -0.074 -0.053 -0.051 0.25
H 2.771467 3.822332 -5.491411 0.017 0.079 -0.063 0.23
H -5.042930 1.884451 6.260974 -0.027 0.029 0.077 0.22
H 1.979231 -1.196505 2.058257 -0.080 0.003 0.082 0.24
H -2.379229 -1.508068 -0.197368 -0.402 0.241 -0.144 0.41


(3)
101
Properties=species:S:1:pos:R:3:forces:R:3:mulliken_charge:R:1 method="wB97M-V/def2-TZVPD" mol_weight_g_mol=766.1 gap_ev=9.7 e_lumo_ev=0.197 smiles="CCCCCN(CCO[Si](C)(C)C)S(=O)(=O)F.O=S1(=O)CCCC1.O=S1(=O)CCCC1.O=S1(=O)CCCC1.O=S1(=O)CCCC1" spin_multiplicity=1 e_homo_ha=-0.351
S 0.705370 -0.659323 5.661298 0.314 -0.524 0.145 1.22
S 0.174869 0.819007 -3.734892 6.097 -1.019 -2.541 1.17
S -0.589596 3.478350 4.522509 0.026 -0.348 0.370 1.27
S -0.435612 -6.873156 1.121746 0.047 0.176 0.038 1.13
S -1.541605 -3.652401 -6.101598 -0.160 0.044 0.086 1.12
Si 2.272935 2.394106 0.107545 0.647 -0.503 0.458 0.54
F -0.465067 -0.267192 -2.676192 -0.016 1.756 -1.163 -0.26
O -0.095723 0.391126 -5.119454 -1.500 1.030 2.790 -0.61
O -0.743392 -3.352448 -7.265573 -0.289 -0.069 0.054 -0.66
O 1.640483 0.756864 -3.515139 -3.524 0.095 0.657 -0.63
O -0.574558 4.020749 3.181287 -0.127 0.267 0.310 -0.73
O -2.984687 -3.700313 -6.155813 0.217 0.047 -0.260 -0.70
O 0.623938 3.281899 5.278914 -0.020 0.290 -0.340 -0.68
O -0.329299 -5.757932 2.033134 0.134 -0.320 0.052 -0.65
O 1.131171 0.283583 4.656268 -0.275 -0.097 0.038 -0.59
O -0.671253 -0.743459 6.098572 0.028 0.311 -0.218 -0.76
O 0.970765 1.834205 -0.876876 0.666 0.998 0.567 -0.16
O 0.193718 -8.143186 1.392688 -0.027 0.242 0.139 -0.67
N -0.307633 2.414781 -3.392738 -1.582 -1.227 0.584 0.33
C -0.937854 -5.171094 -5.378207 0.276 -0.339 0.199 -0.72
C -3.074857 3.733086 5.306892 -0.101 -0.067 -0.063 -0.60
C -2.344684 -6.753245 -0.731946 -0.045 0.076 -0.088 -0.70
C 2.965391 4.090356 -0.456823 -0.309 -0.441 0.317 -1.05
C 1.718434 2.447569 1.935598 -0.599 0.312 -0.452 -0.46
C -0.126314 2.731522 -0.866749 -0.722 -0.537 0.463 -0.07
C 1.263404 -2.285649 5.181026 0.211 -0.345 -0.063 -0.76
C 0.707101 5.661770 -4.077387 -0.534 0.366 -0.392 0.27
C 1.772847 -0.494450 7.089814 0.320 -0.011 0.416 -0.75
C -2.778240 2.232146 5.382465 -0.047 0.025 0.070 -0.70
C -2.161628 -7.161088 0.733590 -0.481 -0.033 -0.189 -0.69
C -0.993765 3.049159 -4.537713 0.216 0.295 -2.119 -0.88
C 0.047010 -6.338133 -0.512522 0.045 0.050 -0.466 -0.68
C 0.038656 3.695385 -5.549862 -1.196 0.866 -0.405 -0.63
C -1.051541 2.544378 -2.109178 -0.203 0.344 1.069 -1.19
C 3.736297 1.165078 -0.074325 -1.241 0.238 -0.578 -1.08
C -1.031464 -2.579270 -4.761069 0.173 0.052 0.391 -0.52
C -1.544952 1.960518 4.515791 -0.305 -0.341 0.109 0.68
C -1.736030 4.430353 5.507790 -0.376 0.239 0.116 -0.81
C 0.147666 -4.719431 -4.408161 0.070 0.091 -0.030 -0.83
C 2.544142 -1.813774 7.200474 0.017 -0.124 0.040 -0.62
C -0.998583 -6.954176 -1.434966 -0.071 -0.118 0.032 0.01
C 2.656457 -2.399030 5.788922 0.102 0.080 0.024 -0.57
C -0.419090 -3.489701 -3.693441 0.010 -0.066 0.143 -0.25
C -0.056739 5.263362 -5.407462 0.619 -0.670 0.982 -1.01
C -0.118609 6.644206 -3.173588 0.625 0.013 -0.101 -1.18
H -2.630858 -5.699524 -0.787815 0.025 -0.035 0.006 0.27
H 1.257300 -2.372621 4.096183 -0.138 0.115 0.023 0.41
H -2.567289 1.953355 6.418335 0.013 -0.011 -0.050 0.28
H 3.335905 0.167978 0.201870 0.571 0.425 0.024 0.28
H 0.338262 5.785480 -6.303279 -0.057 -0.306 0.592 0.36
H 0.205403 3.786554 -0.733652 -0.242 -0.484 -0.478 0.25
H 0.580926 -3.014371 5.620184 -0.035 0.068 -0.030 0.34
H -0.870298 7.199548 -3.773728 0.431 -0.289 0.446 0.38
H -3.480478 3.979877 4.321760 0.020 0.043 0.041 0.29
H -0.267257 3.444826 -6.585650 0.216 -0.176 0.567 0.35
H -0.002053 -5.248289 -0.533240 0.016 -0.027 0.076 0.32
H -1.768857 1.702280 -1.969575 0.665 0.417 0.020 0.36
H -1.111595 5.595786 -5.287079 0.479 -0.449 -0.316 0.39
H 3.613767 4.450956 0.373740 -0.414 -0.135 -0.525 0.38
H 1.050322 -4.443930 -4.959554 -0.032 -0.040 0.006 0.41
H -1.820804 1.740763 3.484492 0.111 0.112 -0.013 0.38
H 0.920675 4.739144 -3.490445 0.055 0.645 -0.464 -0.19
H 3.369154 -1.813387 5.202042 -0.039 -0.040 -0.018 0.27
H 0.411480 -5.509605 -3.704771 0.060 0.012 -0.067 0.27
H -3.802835 4.041564 6.057895 0.024 0.016 -0.036 0.37
H -2.782231 -6.565730 1.400348 0.139 -0.066 0.114 0.40
H 4.591969 1.486701 0.550324 -0.445 -0.345 -0.373 0.32
H -1.194518 -3.804549 -2.987338 0.013 -0.006 -0.026 0.11
H 3.002145 -3.432529 5.804961 -0.023 0.036 -0.027 0.37
H 3.524025 -1.658846 7.652571 -0.051 0.016 -0.003 0.33
H 1.060891 -6.671653 -0.725558 0.010 0.005 0.187 0.48
H -0.299159 -1.877356 -5.151524 -0.094 -0.052 -0.139 0.18
H -0.804012 -8.022668 -1.561036 0.042 0.048 -0.011 0.38
H -0.941790 1.146747 4.917433 -0.130 0.415 -0.264 -0.88
H 2.172109 4.844633 -0.645558 0.678 -0.324 -0.056 0.31
H -0.984453 -6.490687 -2.421009 -0.019 -0.030 0.032 -0.36
H -1.897218 -2.040395 -4.382686 -0.020 0.026 -0.215 0.43
H -2.366568 -8.220486 0.883585 0.131 0.026 0.060 0.34
H 2.441021 0.347796 6.912780 -0.128 0.025 -0.114 0.41
H -3.137860 -7.332470 -1.205295 0.018 0.030 0.039 0.41
H -1.410747 4.367634 6.546839 0.075 -0.017 -0.061 0.33
H 0.347732 -2.964063 -3.123702 -0.046 0.016 -0.024 0.38
H 2.473497 2.964932 2.569375 -0.389 -0.491 -0.358 0.37
H -1.735905 5.467182 5.176403 0.170 -0.044 -0.041 0.43
H -0.624804 6.101228 -2.348516 0.103 0.286 -0.548 0.21
H -0.753725 2.498350 0.030861 0.209 0.323 -0.568 0.14
H -1.632139 2.345811 -5.122506 0.471 0.220 0.662 0.44
H -3.629167 1.636680 5.050898 0.054 -0.010 0.023 0.37
H 1.505604 1.430333 2.335000 0.343 0.603 -0.197 0.19
H 1.994633 -2.509406 7.840155 0.010 0.025 -0.038 0.29
H 3.985626 1.135807 -1.158787 0.152 -0.039 0.730 0.27
H 1.070052 3.327478 -5.393076 -0.553 0.202 0.020 0.35
H 1.667637 6.120452 -4.390841 -0.447 -0.300 0.468 0.42
H -1.671958 3.873730 -4.237413 0.537 -0.705 0.535 0.47
H 0.768582 3.033089 2.064173 1.042 -0.551 -0.281 -0.10
H -1.692205 3.453761 -2.140867 0.527 -0.539 -0.303 0.47
H 3.608663 3.904546 -1.340040 -0.477 0.363 0.315 0.23
H 1.164170 -0.305525 7.971986 -0.081 0.115 -0.138 0.38
H -1.769388 -5.640465 -4.849677 -0.037 0.050 -0.070 0.31
H -0.570012 -5.832707 -6.160199 -0.123 0.094 -0.093 0.49
H 0.560756 7.381157 -2.694426 -0.498 -0.367 -0.236 0.32


(4)
14
Properties=species:S:1:pos:R:3:forces:R:3:nbo_charge:R:1 method="wB97M-V/def2-TZVPD" mol_weight_g_mol=86.1 gap_ev=11.4 e_lumo_ev=-4.394 smiles="CC=[N+]=C(C)O" spin_multiplicity=1 e_homo_ha=-0.582 charge=+1
O -0.930321 -1.843230 -0.558307 -0.316 1.042 0.421 -0.60
N -0.379551 0.227265 -0.179956 -1.038 0.755 -0.045 -0.37
C 1.172808 1.554187 -1.457383 -2.100 0.651 -2.478 -0.69
C -0.789035 -0.876161 0.352319 2.723 0.905 -0.287 0.68
C -0.553253 -1.194344 1.863572 -0.860 4.865 -1.191 -0.67
C -0.179387 1.251769 -0.918686 -0.959 -1.117 -0.439 0.30
H -1.467708 -1.077605 2.413847 -0.488 -0.684 0.307 0.27
H 1.256304 2.635668 -1.314455 0.608 -0.143 -0.771 0.26
H -0.036275 -2.057097 1.898684 1.124 -3.352 0.356 0.25
H 0.135340 -0.417979 2.323878 -0.825 -0.647 -0.923 0.27
H -1.534319 -2.499110 -0.237831 -0.505 -1.169 0.373 0.51
H 1.252722 1.131614 -2.546783 -0.672 1.534 1.453 0.29
H -1.040465 1.933182 -1.312227 1.264 -1.325 1.242 0.25
H 1.936529 1.018136 -1.054659 2.045 -1.315 1.982 0.25


One value per record, in order, for energy above the lowest of the compared OMol25 structures with the same formula, charge and spin: 251.7 0.0 213.1 127.4 kJ/mol.